(1)
{"formula": "C24H42N4O18", "method": "the ωB97M-V functional and the def2-TZVPD basis", "spin_multiplicity": 2, "e_lumo_ha": [-0.150, -0.352], "charge": 1, "s2": 0.756, "gap_ev": [7.59, 2.07], "elements": ["C", "N", "O", "O", "H", "H", "H", "C", "N", "O", "O", "H", "H", "H", "C", "N", "O", "O", "H", "H", "H", "C", "N", "O", "O", "H", "H", "H", "O", "C", "O", "C", "C", "C", "H", "H", "H", "H", "H", "H", "O", "C", "O", "C", "C", "C", "H", "H", "H", "H", "H", "H", "O", "C", "O", "C", "C", "C", "H", "H", "H", "H", "H", "H", "O", "C", "O", "C", "C", "C", "H", "H", "H", "H", "H", "H", "O", "C", "O", "C", "C", "C", "H", "H", "H", "H", "H", "H"], "positions_angstrom": [[-1.2781, 1.1230, -0.1360], [0.0705, 0.5552, -0.2295], [0.4023, 0.1603, -1.3077], [0.7046, 0.4515, 0.7998], [-1.6161, 1.7789, -0.9382], [-1.3792, 1.7984, 0.7135], [-2.1409, 0.4621, -0.0521], [0.3581, 4.1242, -1.4053], [-1.0629, 4.5096, -1.4154], [-1.6495, 4.4158, -0.3218], [-1.5566, 4.7523, -2.4839], [0.7964, 4.4676, -0.4683], [0.7864, 4.5157, -2.3280], [0.3538, 3.0472, -1.5731], [-4.8247, 1.9765, -0.6923], [-6.3130, 2.2373, -0.5485], [-6.9184, 2.1974, -1.5757], [-6.8150, 2.3924, 0.5524], [-4.5429, 1.8705, 0.3552], [-4.4725, 2.8088, -1.3016], [-4.8395, 0.9856, -1.1463], [3.9301, 4.4268, 0.5125], [3.5374, 3.1130, -0.1533], [3.8100, 2.8549, -1.2817], [2.9536, 2.2867, 0.5213], [4.9844, 4.3839, 0.2394], [3.6994, 4.4834, 1.5763], [3.4033, 5.1427, -0.1185], [5.4403, -1.9363, -2.3481], [5.2741, -1.7473, -1.1742], [4.6045, -0.7129, -0.7523], [4.6019, -0.4862, 0.6454], [4.8398, -1.8474, 1.1292], [5.6598, -2.4677, 0.0439], [3.6653, 0.0325, 0.8499], [5.4200, 0.2022, 0.8571], [3.9264, -2.3567, 1.4365], [5.4120, -1.6568, 2.0371], [5.7237, -3.5548, -0.0038], [6.6673, -2.1588, 0.3224], [-1.9678, -0.6887, -7.4862], [-2.2339, -0.1897, -6.3576], [-2.7664, 1.0441, -6.2087], [-2.4436, 1.6344, -4.9244], [-2.0638, 0.4778, -4.0563], [-1.7792, -0.7191, -4.9764], [-3.2962, 2.2026, -4.5527], [-1.6965, 2.4259, -4.9829], [-2.9111, 0.2485, -3.4101], [-1.2026, 0.6500, -3.4108], [-2.4560, -1.5644, -4.8517], [-0.7159, -0.9329, -5.0842], [0.9556, -2.9756, 0.7541], [0.8765, -3.4332, -0.3520], [-0.0148, -4.4302, -0.6152], [0.1837, -4.8734, -1.9683], [1.3153, -4.1425, -2.5660], [1.7420, -3.1062, -1.5544], [-0.6199, -4.5002, -2.6033], [0.3272, -5.9538, -1.9834], [0.9737, -3.5785, -3.4339], [2.0411, -4.8921, -2.8812], [1.3884, -2.1011, -1.7843], [2.7944, -3.0338, -1.2797], [4.3000, 0.1326, 4.8815], [3.3013, -0.5944, 4.6841], [3.4137, -1.8920, 4.7679], [2.3094, -2.5309, 4.2050], [1.3285, -1.4184, 3.8069], [1.8998, -0.1931, 4.4274], [1.7562, -3.3184, 4.7168], [2.6518, -3.0290, 3.2979], [0.3233, -1.6146, 4.1798], [1.2084, -1.2494, 2.7368], [1.4521, 0.1404, 5.3635], [1.9280, 0.6697, 3.7618], [-4.8268, -0.4491, 0.7508], [-4.7144, -0.4645, 2.0070], [-3.7952, -1.2187, 2.6254], [-3.7302, -0.9702, 4.0845], [-4.2610, 0.4722, 4.1824], [-5.3195, 0.5563, 3.0160], [-2.6797, -1.0108, 4.3727], [-4.4723, -1.5778, 4.6023], [-3.5624, 1.3060, 4.2529], [-4.8335, 0.4494, 5.1097], [-5.4827, 1.5352, 2.5651], [-6.2412, 0.0699, 3.3353]], "atomic_forces_ev_per_a": [[-2.1438, 2.0759, 0.7923], [-1.3068, -0.1646, 1.3489], [0.9469, -0.4937, -1.4876], [0.1358, 0.0818, -0.2040], [0.9660, -0.3051, -0.7067], [0.5981, -0.3384, 0.3147], [0.7303, -1.0786, 0.0862], [0.2687, 0.0814, -0.7838], [-0.6220, -0.7674, 1.6575], [0.4826, 0.3938, -1.5705], [-0.4867, 0.2535, -0.0465], [0.0497, -0.2999, -0.2589], [0.2147, 0.3620, 0.3790], [0.1355, -0.0872, 0.5611], [-1.6215, -0.1202, 0.9543], [0.2995, -0.3874, 0.6309], [-0.8939, 0.2082, -1.1572], [0.5510, 0.1079, -0.1321], [0.8193, 0.4179, -0.4587], [0.4131, -0.2864, 0.2469], [0.5160, 0.3203, -0.2337], [0.2479, -0.7993, -1.8330], [-1.1198, -1.1318, 1.9976], [1.0670, 1.1326, -1.9002], [-0.4356, 0.0443, 1.2828], [0.1003, 0.8421, 0.5080], [-0.0289, -0.3851, -0.3810], [0.2649, 0.3636, 0.3518], [0.6645, -0.8785, -2.3553], [-2.0374, 2.5564, 3.6396], [-0.3777, 1.0507, -4.1574], [-0.1649, 1.0748, 0.1265], [-0.9114, -0.1830, 2.5799], [2.1130, -2.2806, 1.4205], [-0.0858, -0.2762, 0.1084], [0.0806, 0.0066, 0.0028], [-0.0267, -0.2119, -0.4690], [0.2832, -0.9151, 0.2183], [-0.3323, 0.0838, -0.2569], [0.5910, 0.0654, -0.7570], [-1.6045, 1.6676, 4.3367], [2.3449, -0.7282, -3.3328], [0.0787, 0.3657, -0.2190], [-0.4586, 0.4586, -0.4724], [0.0746, -1.2468, 1.2247], [-0.9242, 1.0550, -1.5014], [-0.4095, -0.4593, -0.1708], [0.5205, -0.3729, -0.6937], [0.0607, -0.1277, 0.1237], [-0.0627, 0.2455, -0.0121], [0.6057, -0.3223, 0.5764], [-0.2386, -0.5063, 0.1884], [0.1521, 0.4476, -0.0662], [0.0839, -1.1124, 1.2377], [0.8428, 0.6863, -0.5963], [-1.6531, -0.0303, -0.1361], [1.7801, 0.7298, -1.2726], [-0.6582, 0.1345, 0.8037], [-0.9626, -0.9983, 0.6213], [-0.4204, 0.1562, 0.0702], [0.1993, -0.4557, -0.2874], [0.5404, 0.5601, 0.0168], [0.2967, 0.1474, -0.4458], [-0.1061, -0.2202, 0.0733], [-2.7178, -1.7476, -0.8289], [3.6009, 3.5113, 1.6328], [0.7836, -1.7193, 0.7328], [-1.6755, -0.6587, -2.3782], [-1.4348, -0.1435, -0.2325], [0.3455, 1.3245, -0.2514], [0.7880, 0.2285, 1.1221], [0.1367, -0.1143, -0.0990], [0.0432, -0.1640, -0.0181], [0.2457, -0.4481, -0.0522], [0.0022, -0.1543, 0.0808], [-0.1866, 0.0399, 0.0571], [0.1557, -0.6597, 4.1813], [0.5795, 1.8688, -3.0714], [-0.0883, -0.8121, 0.3510], [-0.4552, 2.0200, -1.8221], [-1.8673, -0.2389, 0.5150], [1.5094, -1.5475, -0.0275], [-0.3347, -0.6774, 0.1130], [0.6811, -0.6117, -0.0732], [0.1960, -0.3168, -0.4286], [0.1141, 0.6150, 0.2083], [-0.1577, -0.2708, 0.0607], [-0.2904, 0.4701, 0.1033]]}

---

(2)
{"formula": "C5H14N4", "method": "the ωB97M-V functional and the def2-TZVPD basis", "e_lumo_ha": -0.290, "charge": 2, "de_lowest_kcal_mol": 37.95, "gap_ev": 9.61, "elements": ["C", "C", "C", "C", "C", "N", "N", "N", "N", "H", "H", "H", "H", "H", "H", "H", "H", "H", "H", "H", "H", "H", "H"], "positions_angstrom": [[0.9838, -0.5010, 0.0934], [2.7685, 0.2076, -1.2987], [-1.7808, 0.7794, 0.2072], [2.8262, 0.6696, 1.0462], [-3.2117, -1.1938, 0.0770], [2.2449, 0.0749, -0.1419], [-1.4293, 1.9935, -0.1506], [0.9135, -1.7798, 0.0193], [-2.7611, 0.1162, -0.3256], [2.3271, -0.2526, -2.1699], [3.6590, 0.8068, -1.4269], [-1.2203, 0.3089, 1.0076], [2.2087, 0.4499, 1.9154], [3.8239, 0.2562, 1.2064], [2.9264, 1.7501, 0.9389], [-2.6416, -1.5502, 0.9316], [-4.2648, -1.1504, 0.3589], [-3.1213, -1.8961, -0.7527], [-0.7269, 2.5044, 0.3615], [-1.9509, 2.5143, -0.8456], [0.0406, -2.2636, 0.2015], [1.7044, -2.3943, -0.1944], [-3.3184, 0.5500, -1.0586]], "atomic_forces_ev_per_a": [[-1.4603, -0.0452, 0.3914], [0.2189, -0.0513, -0.2406], [-0.1550, 0.1184, 0.3891], [0.8147, 0.6128, 1.0988], [-0.3779, -0.7514, 0.1374], [0.5850, -0.3927, -0.9206], [-0.0989, 0.2747, -0.1982], [0.7823, -0.3640, -0.2214], [-0.1784, 0.5248, -0.5067], [-0.2256, -0.0738, -0.0149], [0.0959, 0.0565, 0.1423], [-0.1449, 0.1037, -0.1095], [-0.0134, -0.0262, -0.1225], [-0.1371, -0.0796, -0.0608], [-0.1482, -0.0644, -0.0912], [0.0286, 0.0522, 0.0287], [0.1060, 0.0252, 0.0569], [0.0686, 0.0378, 0.0498], [-0.0523, -0.1234, 0.0151], [0.0849, -0.0180, 0.0814], [0.0460, 0.1525, -0.0434], [-0.0282, 0.0028, 0.0283], [0.1892, 0.0284, 0.1107]]}

---

(3)
{"formula": "C18H19HfN2O7S", "method": "the ωB97M-V functional and the def2-TZVPD basis", "e_lumo_ha": 0.094, "charge": -1, "gap_ev": 7.58, "elements": ["Hf", "O", "C", "C", "C", "C", "C", "C", "C", "N", "N", "C", "O", "C", "C", "C", "C", "C", "C", "H", "H", "H", "H", "H", "H", "H", "H", "H", "H", "O", "S", "O", "O", "O", "C", "C", "C", "C", "O", "H", "H", "H", "H", "H", "H", "H", "H", "H"], "positions_angstrom": [[-0.2647, -0.0446, -0.4089], [-0.5634, -2.0123, -0.0428], [0.1438, -2.8485, 0.6350], [-0.5077, -3.9191, 1.2999], [0.1843, -4.8833, 1.9835], [1.5777, -4.8485, 2.0354], [2.2499, -3.8233, 1.4141], [1.5750, -2.8110, 0.7163], [2.3218, -1.7514, 0.1203], [1.7761, -0.7786, -0.5313], [2.6226, 0.1624, -1.0393], [2.0055, 1.2493, -1.4383], [0.7534, 1.4751, -1.3231], [2.8644, 2.2569, -2.1025], [2.2709, 3.2968, -2.8123], [3.0575, 4.2120, -3.4859], [4.4377, 4.1045, -3.4462], [5.0341, 3.0876, -2.7173], [4.2527, 2.1670, -2.0466], [-1.5861, -3.9369, 1.2387], [-0.3547, -5.6716, 2.4943], [2.1162, -5.6185, 2.5684], [3.3304, -3.7861, 1.4581], [3.4121, -1.7527, 0.2274], [1.1931, 3.3560, -2.8319], [2.5987, 5.0118, -4.0500], [5.0498, 4.8080, -3.9918], [6.1125, 3.0145, -2.6795], [4.6899, 1.3581, -1.4844], [-1.3610, 1.2382, 3.0143], [-0.9192, 0.9604, 1.6801], [-0.7079, 2.1173, 0.7978], [0.3514, 0.1640, 1.5834], [-1.8775, 0.1097, 0.8719], [-2.9203, -1.1449, -1.8242], [-1.9234, -0.2319, -2.5679], [-2.0951, -0.4313, -4.0894], [-2.1772, 1.2458, -2.1863], [-0.6137, -0.5544, -2.2192], [-3.9384, -0.9547, -2.1631], [-2.8339, -0.9725, -0.7500], [-2.6541, -2.1800, -2.0276], [-3.1207, -0.2322, -4.3989], [-1.8337, -1.4579, -4.3340], [-1.4149, 0.2295, -4.6210], [-3.2112, 1.5457, -2.3646], [-1.5112, 1.8741, -2.7810], [-1.9181, 1.3755, -1.1221]], "atomic_forces_ev_per_a": [[0.1771, -0.7135, -2.2313], [0.3571, -1.0001, 0.3799], [0.4240, -1.0726, 0.3483], [-0.0941, 0.2553, -0.2178], [0.0091, 0.0663, -0.0074], [0.2184, -0.1444, 0.1284], [-0.0945, 0.0494, -0.0358], [-0.7778, -0.1300, 0.2504], [0.0850, 0.3884, -0.4926], [0.7276, -0.4773, 0.8038], [0.9522, 0.7270, -0.6019], [0.9631, -0.6650, 0.0690], [0.9936, 1.0434, -0.4426], [-0.0056, 0.3076, -0.0654], [-0.0252, -0.2380, 0.1493], [0.0506, 0.1246, -0.1032], [0.0276, 0.0780, -0.0790], [0.0765, 0.0192, -0.0098], [-0.1055, -0.0531, -0.0210], [-0.0943, 0.0048, 0.0203], [-0.0193, -0.0385, -0.0222], [0.0884, -0.0193, 0.0331], [0.1059, 0.0410, 0.0002], [-0.1961, 0.0148, -0.1845], [-0.0831, 0.0314, 0.0122], [-0.0600, 0.0471, -0.0355], [0.0579, 0.1011, -0.0147], [0.0574, -0.0256, 0.0135], [0.0635, -0.0635, 0.0458], [0.1253, -0.2354, -0.2377], [-1.3280, 2.3155, 3.4951], [0.0431, 0.0335, -0.0364], [0.6896, -0.0967, 1.6178], [-1.2500, -0.1467, 0.9810], [0.3754, 0.2165, -0.2119], [-1.0254, 0.0397, -1.1413], [0.1027, 0.1172, 0.6015], [0.3267, -0.4923, -0.3267], [-0.7216, -0.8598, -2.3453], [-0.1017, 0.0342, 0.1005], [-0.3748, -0.1774, -0.1050], [-0.0243, -0.1073, 0.0237], [-0.0792, 0.0358, -0.0718], [-0.0180, -0.1264, -0.0518], [0.0643, 0.0942, -0.0900], [0.0035, -0.0032, 0.2761], [-0.0199, 0.0455, 0.1455], [-0.6669, 0.6547, -0.3132]]}

---

(4)
{"formula": "C5H7NO3", "method": "the ωB97M-V functional and the def2-TZVPD basis", "e_lumo_ha": 0.019, "charge": 0, "de_lowest_kcal_mol": 128.91, "smiles": "O=C=C1N[C@@H]1O.CC=O", "gap_ev": 9.53, "elements": ["C", "C", "C", "C", "C", "N", "O", "O", "O", "H", "H", "H", "H", "H", "H", "H"], "positions_angstrom": [[-1.8045, -0.7582, -0.3685], [0.5449, 2.0503, 0.8935], [0.2864, -1.9378, 0.4566], [-0.5164, -0.8169, -0.1739], [0.0553, 2.1395, -0.5733], [0.7813, -1.2480, -0.7264], [-2.9287, -0.3675, -0.2593], [1.1031, 0.9993, 1.1274], [0.0064, -3.3014, 0.1772], [0.3349, 2.7692, 1.7026], [0.7467, -1.8232, 1.4194], [0.7011, 1.3816, -1.1472], [0.0941, 3.1575, -0.7646], [-0.8457, 1.5652, -0.6159], [1.4406, -0.5227, -0.3940], [0.0004, -3.2867, -0.7537]], "atomic_forces_ev_per_a": [[-2.1216, 1.9297, 0.3554], [-0.2117, -2.4547, -1.8113], [-0.2683, -0.9667, -1.2722], [0.5999, -1.9901, 0.4767], [1.9925, -2.1902, 1.7564], [-0.3694, 0.8180, 0.8174], [2.2139, -1.3533, -0.5364], [0.5989, 0.5162, 1.4931], [0.0609, 1.5960, 2.3029], [-0.0076, 0.2297, -0.3288], [0.0623, 0.2809, 0.2401], [-0.3357, 1.9934, 0.5296], [-0.5051, 1.7072, -1.6834], [-1.3123, 0.7047, 0.0831], [-0.2800, -0.3093, -0.3359], [-0.1166, -0.5117, -2.0868]]}